Record 1
Formula: C34H34NO2
Source: OMol25
Level of theory: ωB97M-V/def2-TZVPD

Each line ends with the Löwdin charge.
Element x y z (Å)
C1 1.111 -7.695 2.570  -0.029
O1 0.140 -6.622 2.496  -0.050
C2 0.375 -5.488 1.790  -0.217
C3 -0.592 -4.454 1.907  0.032
C4 -0.342 -3.199 1.412  0.017
C5 0.874 -2.891 0.729  -0.184
C6 1.167 -1.539 0.385  0.115
C7 2.424 -1.073 -0.107  -0.180
C8 2.508 0.096 -0.935  0.070
C9 3.731 0.520 -1.427  -0.124
C10 4.900 -0.220 -1.107  -0.187
O2 6.044 0.283 -1.638  0.024
C11 5.675 1.496 -2.391  -0.093
C12 4.163 1.691 -2.257  -0.085
C13 4.861 -1.357 -0.287  0.036
C14 3.652 -1.734 0.239  -0.010
C15 1.723 -4.007 0.438  0.002
C16 1.522 -5.257 0.996  0.022
H1 0.604 -8.433 3.196  0.102
H2 1.325 -8.127 1.582  0.101
H3 2.045 -7.377 3.055  0.104
H4 -1.505 -4.684 2.451  0.133
H5 -1.072 -2.405 1.558  0.114
H6 0.373 -0.804 0.531  0.121
H7 1.592 0.637 -1.188  0.128
H8 6.248 2.329 -1.969  0.131
H9 5.987 1.341 -3.431  0.131
H10 3.686 1.707 -3.240  0.129
H11 3.936 2.643 -1.770  0.127
H12 5.791 -1.880 -0.092  0.133
H13 3.634 -2.569 0.937  0.118
H14 2.578 -3.880 -0.216  0.117
H15 2.251 -6.058 0.870  0.120
C17 -4.860 -1.616 0.973  -0.102
C18 -5.024 -0.514 0.124  -0.083
C19 -4.239 0.623 0.286  -0.038
C20 -3.205 0.666 1.266  -0.238
C21 -2.161 1.661 1.296  -0.027
C22 -1.752 2.444 0.208  -0.192
N1 -1.175 3.657 0.397  -0.071
C23 -1.076 4.280 1.712  -0.143
C24 -0.145 5.494 1.537  -0.150
C25 0.194 5.593 0.043  -0.151
C26 -0.549 4.445 -0.661  -0.150
C27 -1.925 1.971 -1.195  -0.184
C28 -1.582 0.657 -1.555  -0.045
C29 -1.711 0.216 -2.871  -0.073
C30 -2.291 1.046 -3.836  -0.076
C31 -2.695 2.336 -3.478  -0.064
C32 -2.496 2.802 -2.177  -0.044
C33 -3.237 -0.354 2.256  -0.066
C34 -4.004 -1.501 2.076  -0.115
H16 -5.423 -2.534 0.804  0.098
H17 -5.761 -0.553 -0.682  0.107
H18 -4.387 1.492 -0.361  0.115
H19 -1.743 1.880 2.277  0.091
H20 -2.068 4.597 2.081  0.134
H21 -0.653 3.591 2.453  0.108
H22 -0.646 6.398 1.894  0.109
H23 0.765 5.351 2.132  0.108
H24 -0.129 6.550 -0.376  0.109
H25 1.271 5.497 -0.131  0.104
H26 0.155 3.851 -1.265  0.123
H27 -1.295 4.868 -1.350  0.101
H28 -1.198 -0.012 -0.784  0.094
H29 -1.370 -0.787 -3.136  0.105
H30 -2.457 0.671 -4.848  0.107
H31 -3.178 2.987 -4.209  0.110
H32 -2.816 3.815 -1.921  0.114
H33 -2.607 -0.236 3.141  0.108
H34 -3.935 -2.320 2.795  0.098

Computed properties:
Net charge: +1
Frontier orbital gap (eV): 3.891

=====

Record 2
Formula: C12H15NS
Source: OMol25
Level of theory: ωB97M-V/def2-TZVPD

Each line ends with the Löwdin charge.
Element x y z (Å)
S1 3.727 -1.699 0.606  0.613
C1 2.950 -0.466 -0.101  -0.732
N1 2.397 0.530 -0.460  0.056
C2 1.858 1.522 -1.317  -0.183
C3 0.299 1.586 -1.214  -0.171
C4 -0.180 2.175 0.116  -0.219
C5 -0.064 1.414 1.438  -0.194
C6 -1.261 0.427 1.687  -0.166
C7 -1.145 -0.784 0.832  -0.276
C8 -2.116 -1.025 -0.159  -0.081
C9 -1.978 -2.057 -1.006  -0.105
C10 -0.846 -2.858 -0.884  -0.094
C11 0.195 -2.676 0.032  -0.063
C12 -0.030 -1.591 0.908  -0.069
H1 2.397 2.475 -1.119  0.134
H2 2.147 1.259 -2.317  0.109
H3 -0.259 0.611 -1.484  0.133
H4 -0.051 2.233 -2.040  0.108
H5 0.247 3.231 0.281  0.131
H6 -1.262 2.354 0.023  0.102
H7 -0.054 2.138 2.283  0.113
H8 0.892 0.863 1.505  0.087
H9 -2.299 0.894 1.592  0.128
H10 -1.282 0.089 2.749  0.120
H11 -2.770 -0.119 -0.369  0.135
H12 -2.724 -2.241 -1.778  0.109
H13 -0.693 -3.679 -1.516  0.078
H14 1.067 -3.302 0.120  0.083
H15 0.841 -1.308 1.594  0.115

Computed properties:
Net charge: 0
Frontier orbital gap (eV): 9.558
SMILES: S=C=NCCCCCc1ccccc1

=====

Record 3
Formula: C6H12O4
Source: OMol25
Level of theory: ωB97M-V/def2-TZVPD

Each line ends with the Löwdin charge.
Element x y z (Å)
C1 0.481 -1.567 1.026  -0.435
C2 -1.167 0.057 0.620  -0.292
C3 1.459 0.442 -0.186  -0.158
C4 -2.051 0.371 -0.566  -0.037
C5 1.230 1.432 -1.326  -0.079
C6 0.370 -0.617 -0.098  -0.444
O1 0.967 -1.208 2.199  0.182
O2 0.179 -2.750 0.707  0.088
O3 -0.889 1.139 1.449  -0.016
O4 0.111 -1.345 -1.201  -0.079
H1 0.876 -1.943 2.826  0.151
H2 0.008 -2.428 -0.587  0.184
H3 -0.587 1.882 0.909  0.092
H4 -1.646 -0.693 1.255  0.142
H5 2.391 -0.096 -0.373  0.128
H6 1.553 0.938 0.780  0.113
H7 -1.646 1.195 -1.152  0.075
H8 -2.119 -0.496 -1.220  0.083
H9 -3.048 0.644 -0.214  0.085
H10 0.428 2.138 -1.106  0.059
H11 2.135 2.011 -1.507  0.074
H12 0.966 0.894 -2.235  0.083

Computed properties:
Net charge: 0
Frontier orbital gap (eV): 9.163